# H12O6

6 unconnected molecules or ions with the total composition H12O6 (ωB97M-V with the def2-TZVPD basis set, OMol25).

```
! RIJCOSX wB97M-V def2-TZVPD def2/J DEFGRID3
* xyz 0 1
O -2.762 -17.165 -0.591
H -3.275 -16.835 0.147
H -1.851 -17.067 -0.313
O 1.227 -22.245 2.547
H 1.944 -22.767 2.189
H 1.023 -21.612 1.858
O 2.146 -20.661 -2.001
H 2.547 -21.429 -1.595
H 2.521 -19.916 -1.531
O 0.551 -21.933 -6.171
H 0.726 -22.873 -6.211
H 0.990 -21.640 -5.373
O 2.701 -16.586 0.933
H 2.394 -15.699 0.746
H 3.275 -16.487 1.693
O 4.098 -24.978 -0.824
H 3.842 -25.869 -1.061
H 4.973 -25.072 -0.447
*
```

Output
Orbital gap in eV: 11.61
SMILES string: O.O.O.O.O.O
ΔE to the lowest compared entry with this formula, charge and spin in eV: 1.799

---

# H12O6

6 unconnected molecules or ions with the total composition H12O6 (ωB97M-V with the def2-TZVPD basis set, OMol25).

```
! RIJCOSX wB97M-V def2-TZVPD def2/J DEFGRID3
* xyz 0 1
O 0.680 -0.721 -0.842
H 1.364 -0.480 -0.208
H 0.501 0.099 -1.317
O 1.135 -0.836 3.269
H 1.987 -0.392 3.190
H 1.288 -1.706 2.883
O -1.318 2.544 -1.639
H -2.264 2.666 -1.781
H -1.259 2.176 -0.750
O 1.444 -0.019 -3.010
H 0.615 0.471 -3.056
H 1.623 -0.264 -3.924
O 0.586 1.668 2.962
H -0.192 1.111 2.846
H 0.232 2.499 3.299
O -1.904 -3.085 -0.360
H -1.749 -3.057 -1.311
H -2.769 -2.674 -0.251
*
```

Output
Orbital gap in eV: 10.73
SMILES string: O.O.O.O.O.O
ΔE to the lowest compared entry with this formula, charge and spin in eV: 2.245